Molecular formula: C26H57B4O20PS6
Method: DFT, ωB97M-V/def2-TZVPD

E_tot, hartree: -5359.812058
Lowest unoccupied orbital energy, eV: -0.506
Molar mass, g/mol: 956.35
Max |F|, hartree/bohr: 0.1062

Each line ends with the Mulliken charge.
CARTESIAN COORDINATES (ANGSTROEM)
C  2.5759  2.6143  1.9006  0.182
C  3.0754  4.1204  2.3138  -0.642
B  2.2689  5.3510  1.5810  0.848
O  3.0978  6.4620  1.0132  -0.522
B  0.6230  5.4856  1.4236  -0.432
O  -0.0674  6.8054  1.3801  -0.281
B  -1.2063  6.6703  2.3093  0.447
O  -1.3606  7.4826  3.5535  -0.465
O  -2.2404  5.6536  2.0345  -0.233
B  -1.5711  4.4040  1.6243  -0.010
P  -2.6704  2.7982  1.4623  0.743
O  -4.1063  3.0629  2.0714  -0.613
O  -2.7218  2.4752  -0.2832  -0.507
O  -1.9665  1.4558  2.3567  -0.378
O  -0.1463  4.2346  1.2800  0.227
H  2.7725  2.3717  0.7693  0.189
H  3.2238  1.8465  2.5442  -0.087
H  1.4548  2.3747  2.1668  -0.095
H  4.2317  4.1793  2.0231  0.167
H  3.0183  4.2367  3.4839  0.247
H  2.5192  6.8349  0.2678  0.301
H  -0.8872  6.9464  4.2654  0.302
H  -2.2010  3.2053  -0.7558  0.335
H  -1.1385  1.1115  1.8987  0.293
C  3.0258  -3.0461  4.1880  -0.767
C  4.1159  -2.0899  4.6695  -0.604
C  4.2675  -0.9974  3.6123  -0.790
S  2.6765  -0.8517  2.8128  1.237
O  2.8147  -1.2669  1.4327  -0.709
O  2.0691  0.4102  3.1859  -0.707
C  1.8794  -2.1624  3.7196  -0.125
H  2.7078  -3.7311  4.9794  0.358
H  3.4035  -3.6462  3.3515  0.354
H  3.8121  -1.6409  5.6229  0.281
H  5.0642  -2.6095  4.8390  0.353
H  4.5378  -0.0382  4.0609  0.311
H  5.0041  -1.2745  2.8532  0.429
H  1.1698  -2.6846  3.0755  0.548
H  1.3570  -1.7120  4.5689  -0.362
C  0.3046  -0.1654  -3.4888  -0.434
C  0.8642  -1.4914  -2.9757  0.724
C  1.3977  -1.2489  -1.5648  -0.662
S  0.4375  0.0992  -0.8924  1.642
O  1.3140  1.2338  -0.6915  -0.695
O  -0.4278  -0.4072  0.1542  -0.856
C  -0.5401  0.3927  -2.3531  -1.024
H  -0.2852  -0.2990  -4.4003  0.295
H  1.1293  0.5207  -3.7158  0.272
H  0.0613  -2.2379  -2.9432  0.254
H  1.6481  -1.8812  -3.6327  -0.813
H  1.2773  -2.1317  -0.9319  0.321
H  2.4472  -0.9424  -1.5810  0.335
H  -0.7475  1.4592  -2.4560  0.481
H  -1.4755  -0.1648  -2.2474  0.322
C  6.0028  -4.4192  -5.0402  -0.524
C  6.7832  -3.1059  -5.0091  -0.600
C  5.7725  -1.9763  -4.8178  -0.737
S  4.3928  -2.6851  -3.9315  1.125
O  3.2320  -2.6685  -4.7966  -0.599
O  4.3645  -2.1486  -2.5854  -0.733
C  5.0296  -4.3484  -3.8729  -0.789
H  6.6644  -5.2867  -4.9598  0.364
H  5.4515  -4.4994  -5.9847  0.251
H  7.4856  -3.1190  -4.1669  0.302
H  7.3687  -2.9614  -5.9224  0.322
H  6.1944  -1.1535  -4.2352  0.369
H  5.4033  -1.6029  -5.7770  0.383
H  4.2105  -5.0652  -3.9524  0.373
H  5.5495  -4.4743  -2.9185  0.386
C  -7.2065  2.4419  1.1828  -0.412
C  -7.3917  3.9484  1.3579  -0.561
C  -8.3753  4.4171  0.2871  -0.606
S  -9.4229  3.0164  -0.0767  1.144
O  -9.1784  2.6006  -1.4417  -0.661
O  -10.7566  3.2745  0.4284  -0.674
C  -8.6069  1.8706  1.0174  -0.741
H  -6.6881  1.9945  2.0359  0.308
H  -6.6116  2.2447  0.2829  0.228
H  -7.8053  4.1517  2.3532  0.298
H  -6.4405  4.4845  1.2822  0.210
H  -8.9902  5.2482  0.6418  0.340
H  -7.8588  4.7022  -0.6336  0.357
H  -8.6140  0.8695  0.5829  0.407
H  -9.1479  1.8729  1.9683  0.368
C  -0.0456  -2.6318  -9.0576  -0.556
C  0.5139  -3.9578  -8.5446  -0.634
C  1.0475  -3.7152  -7.1337  -0.573
S  0.0872  -2.3671  -6.4612  1.418
O  0.9638  -1.2325  -6.2603  -0.633
O  -0.7781  -2.8736  -5.4147  -0.742
C  -0.8904  -2.0736  -7.9220  -0.895
H  -0.6355  -2.7654  -9.9691  0.359
H  0.7790  -1.9456  -9.2847  0.286
H  -0.2890  -4.7042  -8.5121  0.297
H  1.2978  -4.3475  -9.2015  0.328
H  0.9270  -4.5981  -6.5008  0.384
H  2.0970  -3.4087  -7.1499  0.200
H  -1.0978  -1.0071  -8.0249  0.364
H  -1.8258  -2.6311  -7.8162  0.379
C  -2.4484  -0.3729  7.1467  -0.652
C  -2.3565  -1.3794  8.2926  -0.595
C  -1.7232  -2.6529  7.7348  -0.700
S  -0.6852  -2.1402  6.3741  1.319
O  -1.2327  -2.6812  5.1479  -0.661
O  0.7055  -2.3112  6.7444  -0.675
C  -1.0923  -0.4073  6.4578  -0.511
H  -2.6911  0.6312  7.5066  0.345
H  -3.2336  -0.6811  6.4460  0.314
H  -1.7220  -0.9696  9.0879  0.289
H  -3.3384  -1.5856  8.7299  0.330
H  -1.1129  -3.1609  8.4858  0.336
H  -2.4802  -3.3384  7.3440  0.361
H  -1.1092  0.0216  5.4544  0.269
H  -0.3289  0.0868  7.0662  0.363

=====

Molecular formula: C26H57N4O7P
Method: DFT, ωB97M-V/def2-TZVPD

E_tot, hartree: -2111.618519
Lowest unoccupied orbital energy, eV: 0.199
Molar mass, g/mol: 568.74
Max |F|, hartree/bohr: 0.1022

Each line ends with the Mulliken charge.
CARTESIAN COORDINATES (ANGSTROEM)
C  -1.5649  1.9702  -3.3065  -0.428
O  -1.8432  0.6023  -3.7489  -0.321
C  -0.9917  0.2806  -4.9033  -0.515
C  -0.1034  -1.0464  -4.6263  -0.846
C  0.9488  -0.7284  -3.4320  0.930
C  2.3502  -0.3124  -4.0884  -0.886
C  3.5188  0.0123  -3.0185  -0.467
C  3.6522  1.6122  -2.9117  -0.798
C  3.4980  2.2242  -1.4342  -0.891
C  2.2750  1.6444  -0.5671  2.042
C  2.7718  1.6789  0.9925  -1.183
C  1.4678  1.9085  1.9061  -0.116
C  0.7343  0.5082  2.3155  -0.583
C  -0.8208  0.4902  1.8178  -0.918
O  -0.7431  0.7433  0.3539  0.239
C  -0.5647  -0.5231  -0.3124  0.256
O  -1.3989  -0.9944  -1.1172  -0.452
P  -1.7612  1.9661  2.5475  0.834
N  -1.4994  2.0461  4.1302  -0.905
N  -1.4570  -0.8445  1.9783  0.794
C  -0.8234  -1.6929  3.0186  0.249
C  0.0256  -2.9677  2.4852  -0.301
O  -0.8671  -1.4697  4.2479  -0.488
C  -2.9252  -0.8112  2.0643  0.448
C  -3.8351  -0.3522  0.8055  -0.795
O  -3.5682  -1.1317  3.1070  -0.551
H  -2.4916  2.3408  -2.7342  0.301
H  -1.4594  2.6459  -4.2323  0.400
H  -0.6557  2.0041  -2.6128  -0.023
H  -0.2228  1.1179  -5.1112  0.276
H  -1.7126  0.1289  -5.7939  0.301
H  0.4100  -1.2983  -5.6233  0.326
H  -0.7919  -1.9285  -4.3843  0.347
H  1.0314  -1.6772  -2.8046  0.236
H  0.4772  0.1226  -2.8199  -0.814
H  2.1420  0.5852  -4.7842  0.220
H  2.7105  -1.1735  -4.7481  0.350
H  4.4926  -0.4031  -3.4828  0.412
H  3.3899  -0.5280  -2.0226  0.300
H  4.7292  1.8683  -3.2530  0.323
H  2.9638  2.1953  -3.6175  0.338
H  3.2810  3.3536  -1.5754  0.016
H  4.4564  2.1810  -0.8023  0.478
H  1.3353  2.2888  -0.7034  -0.460
H  1.9813  0.5675  -0.8040  -0.868
H  3.4375  2.6197  1.0624  0.510
H  3.3749  0.7441  1.2479  0.221
H  0.7696  2.6270  1.3635  -0.255
H  1.8015  2.4262  2.8827  0.418
H  1.2958  -0.3933  1.8673  0.372
H  0.8362  0.4287  3.4468  0.533
H  0.4268  -1.0627  -0.1028  0.050
H  -3.1841  1.9315  2.2482  0.074
H  -1.2454  3.1625  1.9513  -0.160
H  -0.9145  1.2584  4.4419  0.340
H  0.9070  -3.0871  3.1977  0.306
H  0.4467  -2.6311  1.4635  0.058
H  -0.6177  -3.9170  2.3976  -0.046
H  -3.4913  0.6288  0.3405  0.183
H  -4.9177  -0.2745  1.1603  0.319
H  -3.8233  -1.1930  0.0124  0.249
C  -0.3948  7.8283  0.6548  -1.362
C  0.9958  7.2887  0.9771  0.256
C  1.6333  6.4916  -0.1804  -0.809
O  1.1108  5.1767  -0.3473  -0.101
C  -0.1121  5.1143  -1.0630  -0.299
N  0.9245  6.4893  2.2068  -0.681
H  -1.1662  7.0569  0.7021  0.265
H  -0.6769  8.6015  1.3746  0.347
H  -0.4210  8.2775  -0.3421  0.343
H  1.6400  8.1539  1.1688  0.476
H  2.6958  6.3586  0.0460  0.301
H  1.5877  7.0479  -1.1250  0.455
H  -0.1704  5.8725  -1.8492  0.438
H  -0.9540  5.2126  -0.3745  0.170
H  -0.1823  4.1278  -1.5272  -0.276
H  1.8680  6.2161  2.4746  0.301
H  0.4771  5.6035  1.9669  0.203
C  -2.2362  -9.2527  1.2663  -1.369
C  -0.9838  -8.7953  2.0086  0.351
C  -1.1985  -7.5268  2.8607  -0.806
O  -1.2526  -6.3164  2.1108  -0.268
C  -2.5115  -6.0512  1.5118  -0.537
N  0.1061  -8.6161  1.0409  -0.736
H  -2.4489  -8.6432  0.3858  0.282
H  -2.1144  -10.2815  0.9165  0.344
H  -3.1125  -9.2262  1.9203  0.342
H  -0.7032  -9.6030  2.6937  0.408
H  -0.3388  -7.4196  3.5294  0.317
H  -2.0801  -7.6204  3.5067  0.422
H  -3.3439  -6.3973  2.1310  0.304
H  -2.5588  -6.5061  0.5206  0.208
H  -2.6035  -4.9706  1.3806  0.147
H  0.9640  -8.4105  1.5490  0.268
H  -0.0825  -7.7532  0.5289  0.320

=====

Molecular formula: C26H58O11S
Method: DFT, ωB97M-V/def2-TZVPD

E_tot, hartree: -2251.016194
Lowest unoccupied orbital energy, eV: 0.515
Molar mass, g/mol: 578.81
Max |F|, hartree/bohr: 0.0262

Each line ends with the Mulliken charge.
CARTESIAN COORDINATES (ANGSTROEM)
C  -3.1025  -2.7354  0.9859  -0.719
C  -1.8185  -3.0153  1.0958  -0.527
C  -0.6990  -2.0133  0.9193  -0.448
C  -0.8942  -0.7144  1.7314  1.151
C  -0.0240  -0.7565  3.0061  -1.030
O  0.6039  0.5030  3.3087  -0.454
S  1.7121  0.8292  2.2043  1.442
O  2.6639  -0.2199  2.0835  -0.638
O  2.2640  2.0807  2.5696  -0.716
C  0.7824  0.9065  0.6535  0.593
C  1.0438  2.2065  -0.1285  -1.227
C  -0.0841  3.2365  -0.0911  -0.641
C  -0.3737  3.8089  1.3186  -0.734
C  -0.6835  0.5683  0.8896  -1.369
H  -3.7344  -3.4745  0.5108  0.264
H  -3.5684  -1.8142  1.3187  0.140
H  -1.5375  -4.0461  1.2890  0.390
H  -0.6617  -1.7920  -0.1452  0.324
H  0.2285  -2.5060  1.2075  0.244
H  -1.9260  -0.6800  2.0715  0.060
H  -0.6452  -1.0324  3.8527  0.344
H  0.7543  -1.5145  2.9503  0.423
H  1.1875  0.0933  0.0562  0.185
H  1.9350  2.7047  0.2461  0.396
H  1.2722  1.9373  -1.1576  0.432
H  0.2642  4.0818  -0.6842  0.516
H  -0.9935  2.9058  -0.5881  0.292
H  -1.3603  3.4874  1.6460  0.155
H  -0.4159  4.8931  1.2328  0.252
H  0.4222  3.5906  2.0249  0.253
H  -1.1640  0.3438  -0.0608  0.458
H  -1.2292  1.3600  1.3883  -0.008
C  -7.8547  1.6660  0.9719  -0.699
O  -7.2667  2.2091  2.1417  -0.362
C  -6.9131  1.2203  3.0974  -0.626
C  -5.4278  0.9326  3.0770  -0.465
O  -5.0315  0.3118  1.8604  -0.321
C  -4.4080  1.2096  0.9583  -0.360
H  -7.9053  2.4580  0.2262  0.241
H  -7.2638  0.8398  0.5693  0.279
H  -8.8715  1.3188  1.1834  0.336
H  -7.4854  0.3018  2.9369  0.335
H  -7.1797  1.6162  4.0824  0.375
H  -5.1943  0.2335  3.8859  0.380
H  -4.8572  1.8506  3.2472  0.317
H  -3.4048  1.4609  1.3181  -0.110
H  -4.9907  2.1244  0.8288  0.503
H  -4.3192  0.7103  -0.0062  0.291
C  6.1557  -2.6059  -2.2281  -0.496
O  4.7776  -2.2844  -2.2689  -0.407
C  3.9407  -3.3955  -1.9752  -0.323
C  3.4159  -3.3383  -0.5566  0.148
O  4.4532  -3.5068  0.3950  -0.441
C  4.8643  -2.2789  0.9857  -0.484
H  6.7198  -1.6748  -2.2637  0.263
H  6.4192  -3.1410  -1.3125  0.320
H  6.4253  -3.2127  -3.0991  0.090
H  4.4671  -4.3376  -2.1535  0.158
H  3.0933  -3.3485  -2.6673  0.350
H  2.7097  -4.1635  -0.4125  0.392
H  2.8801  -2.3986  -0.3825  -0.235
H  4.1005  -1.9208  1.6742  0.153
H  5.0617  -1.5151  0.2298  0.281
H  5.7811  -2.4670  1.5435  0.312
C  -4.7279  8.9610  1.2131  -0.708
O  -4.3585  8.7349  2.5621  -0.377
C  -4.0143  7.3825  2.8252  -0.560
C  -2.5147  7.1912  2.8965  -0.452
O  -1.9043  7.4030  1.6297  -0.297
C  -1.2783  8.6714  1.5333  -0.819
H  -4.7768  10.0377  1.0573  0.242
H  -3.9987  8.5370  0.5186  0.311
H  -5.7158  8.5328  1.0124  0.318
H  -4.4521  6.7169  2.0751  0.328
H  -4.4471  7.1260  3.7976  0.382
H  -2.3060  6.1561  3.1862  0.366
H  -2.0768  7.8485  3.6532  0.354
H  -0.3602  8.6883  2.1302  0.310
H  -1.9419  9.4743  1.8623  0.355
H  -1.0176  8.8356  0.4886  0.263
C  6.1999  -5.9277  -4.5390  -0.854
O  4.8178  -6.2405  -4.5351  -0.300
C  4.2789  -6.3952  -5.8400  -0.535
C  4.1078  -7.8544  -6.2035  -0.529
O  5.3597  -8.5119  -6.3310  -0.374
C  5.6880  -9.3045  -5.2031  -0.678
H  6.5696  -6.0253  -3.5189  0.271
H  6.7663  -6.6035  -5.1840  0.449
H  6.3494  -4.8939  -4.8691  0.276
H  4.9017  -5.8848  -6.5805  0.355
H  3.2946  -5.9157  -5.8390  0.367
H  3.6107  -7.9170  -7.1766  0.369
H  3.4765  -8.3611  -5.4674  0.330
H  5.0667  -10.2062  -5.1784  0.324
H  5.5627  -8.7499  -4.2701  0.272
H  6.7311  -9.6026  -5.2980  0.244